[1]
ORCA calculation (ωB97M-V/def2-TZVPD) on C25H37BN8O2V as an isolated structure.

Atoms and positions in Å:
V1 -0.181 -0.103 0.296
C1 0.528 -2.139 3.153
C2 0.058 -0.727 3.302
C3 -0.186 -0.074 4.513
C4 -0.602 1.205 4.184
C5 -0.982 2.329 5.084
N1 -0.595 1.292 2.843
N2 -0.185 0.124 2.297
B1 -0.936 2.465 1.918
N3 0.296 2.709 1.007
N4 0.615 1.757 0.089
C6 1.420 2.324 -0.815
C7 1.859 1.606 -2.048
C8 1.657 3.653 -0.450
C9 0.919 3.863 0.703
C10 0.795 5.094 1.531
N5 -2.061 2.013 0.942
N6 -1.767 1.052 0.035
C11 -2.679 1.098 -0.939
C12 -2.597 0.209 -2.134
C13 -3.606 2.096 -0.632
C14 -3.176 2.662 0.561
C15 -3.783 3.770 1.348
H1 -0.047 -2.779 3.819
H2 0.406 -2.531 2.144
H3 1.574 -2.226 3.457
H4 -0.084 -0.490 5.501
H5 -0.872 2.016 6.119
H6 -0.343 3.196 4.915
H7 -2.014 2.637 4.918
H8 -1.253 3.432 2.526
H9 1.553 0.560 -2.011
H10 1.398 2.072 -2.920
H11 2.939 1.677 -2.180
H12 2.280 4.365 -0.964
H13 1.504 5.843 1.189
H14 -0.210 5.514 1.456
H15 0.986 4.873 2.581
H16 -1.550 0.025 -2.382
H17 -3.088 -0.749 -1.953
H18 -3.081 0.683 -2.985
H19 -4.466 2.389 -1.210
H20 -4.750 4.036 0.930
H21 -3.922 3.476 2.389
H22 -3.148 4.657 1.334
N7 2.029 -0.589 0.605
C16 3.079 -1.162 -0.268
C17 2.662 -2.487 -0.894
C18 1.808 -2.313 -2.142
N8 0.494 -1.741 -1.794
H23 2.382 0.288 0.978
H24 1.936 -1.211 1.405
H25 3.990 -1.312 0.316
H26 3.308 -0.442 -1.054
H27 2.112 -3.092 -0.165
H28 3.561 -3.043 -1.164
H29 1.694 -3.288 -2.623
H30 2.315 -1.651 -2.847
H31 0.032 -2.447 -1.225
H32 -0.058 -1.663 -2.642
O1 -0.769 -3.694 0.182
C19 -1.555 -2.778 0.371
O2 -1.106 -1.543 0.441
C20 -3.019 -2.992 0.505
C21 -3.528 -4.274 0.319
C22 -4.895 -4.486 0.365
C23 -5.759 -3.420 0.578
C24 -5.252 -2.145 0.792
C25 -3.884 -1.934 0.774
H33 -2.840 -5.087 0.127
H34 -5.290 -5.483 0.228
H35 -6.829 -3.584 0.584
H36 -5.923 -1.315 0.972
H37 -3.482 -0.952 0.978

Computed properties:
* orbital gap (spin up / spin down): 8.6 / 9.5 eV
* energy relative to the best compared isomer or geometry (same formula, charge and spin): 32.2 kcal/mol
* lowest unoccupied orbital energy (spin up / spin down): -0.100 / -0.082 Ha
* expectation value of S²: 2.01
* total charge: +1
* spin multiplicity: 3


[2]
ORCA calculation (ωB97M-V/def2-TZVPD) on C25H37BrO2V as an isolated structure.

Atoms and positions in Å:
V1 -0.174 0.309 0.278
C1 3.944 -0.043 -0.886
C2 2.806 -0.129 0.082
C3 2.207 -1.345 0.399
C4 1.260 -1.449 1.430
C5 0.924 -0.325 2.192
C6 1.462 0.927 1.834
C7 2.359 1.020 0.765
H1 3.968 -0.893 -1.567
H2 4.881 -0.051 -0.319
H3 3.924 0.884 -1.458
H4 2.511 -2.242 -0.127
H5 0.861 -2.416 1.702
H6 0.313 -0.427 3.078
H7 1.250 1.802 2.435
H8 2.791 1.984 0.527
C8 -7.502 3.457 0.894
C9 -6.974 2.392 -0.070
C10 -6.887 2.999 -1.484
C11 -7.946 1.202 -0.088
C12 -5.569 1.932 0.299
C13 -5.051 0.763 -0.274
C14 -3.748 0.427 -0.031
Br1 -3.038 -1.216 -0.674
C15 -2.936 1.220 0.782
O1 -1.610 0.847 0.854
C16 -3.434 2.325 1.460
C17 -4.755 2.655 1.173
C18 -2.579 3.120 2.460
C19 -2.019 2.165 3.527
C20 -1.432 3.834 1.724
C21 -3.404 4.184 3.190
H9 -8.523 3.715 0.613
H10 -6.916 4.377 0.851
H11 -7.523 3.099 1.927
H12 -7.879 3.329 -1.799
H13 -6.526 2.265 -2.209
H14 -6.218 3.864 -1.500
H15 -8.968 1.573 -0.162
H16 -7.872 0.605 0.825
H17 -7.781 0.548 -0.946
H18 -5.669 0.118 -0.883
H19 -5.174 3.518 1.664
H20 -1.352 1.406 3.108
H21 -2.828 1.647 4.046
H22 -1.455 2.734 4.269
H23 -0.867 3.171 1.068
H24 -0.739 4.268 2.449
H25 -1.818 4.647 1.106
H26 -4.249 3.747 3.727
H27 -3.777 4.953 2.510
H28 -2.768 4.681 3.925
C22 1.229 0.892 -3.287
C23 -0.081 0.293 -2.824
C24 -1.259 1.188 -3.141
C25 -0.268 -1.122 -3.331
O2 -0.013 0.203 -1.319
H29 1.200 0.988 -4.371
H30 2.064 0.244 -3.030
H31 1.387 1.885 -2.860
H32 -1.228 1.448 -4.198
H33 -1.209 2.113 -2.564
H34 -2.204 0.686 -2.932
H35 -0.143 -1.115 -4.413
H36 -1.263 -1.506 -3.101
H37 0.483 -1.792 -2.906

Computed properties:
* orbital gap (spin up / spin down): 6.1 / 6.2 eV
* energy relative to the best compared isomer or geometry (same formula, charge and spin): 16.2 kcal/mol
* lowest unoccupied orbital energy (spin up / spin down): -0.309 / -0.304 Ha
* expectation value of S²: 0.79
* total charge: +2
* spin multiplicity: 2


[3]
ORCA calculation (ωB97M-V/def2-TZVPD) on a 11-piece molecular cluster, C25H37F7O25 overall.

Atoms and positions in Å:
O1 -3.350 2.889 1.492
C1 -3.227 1.822 2.017
O2 -4.215 1.371 2.734
C2 -3.849 0.155 3.434
C3 -2.343 0.050 3.114
F1 -1.987 -1.011 2.374
O3 -2.095 1.177 2.315
H1 -4.119 0.109 4.489
H2 -4.193 -0.804 3.046
H3 -1.735 0.024 4.018
O4 3.258 2.045 -0.240
C4 3.214 3.002 -1.074
O5 3.562 4.221 -0.922
C5 3.642 4.957 -2.092
C6 3.538 3.882 -3.172
F2 4.767 3.459 -3.408
O6 2.870 2.899 -2.431
H4 2.937 5.784 -2.171
H5 4.653 5.357 -2.171
H6 3.138 4.154 -4.149
O7 -2.809 -2.115 -1.278
C7 -3.580 -2.382 -2.156
O8 -3.526 -3.383 -2.972
C8 -4.381 -3.155 -4.078
C9 -5.439 -2.246 -3.423
F3 -6.370 -2.949 -2.779
O9 -4.565 -1.627 -2.556
H7 -3.913 -2.832 -5.008
H8 -4.916 -4.025 -4.459
H9 -5.944 -1.582 -4.125
O10 1.078 -2.834 -3.210
C10 0.682 -1.695 -3.351
O11 1.402 -0.586 -3.509
C11 0.546 0.570 -3.402
C12 -0.831 -0.009 -3.657
F4 -1.154 0.270 -4.948
O12 -0.620 -1.380 -3.422
H10 0.515 0.819 -2.341
H11 0.839 1.394 -4.053
H12 -1.511 0.592 -3.053
O13 0.109 -1.794 3.683
C13 0.930 -2.686 3.631
O14 2.153 -2.641 2.995
C14 2.730 -3.940 3.042
C15 2.125 -4.525 4.270
F5 2.796 -4.432 5.433
O15 0.921 -3.798 4.327
H13 2.320 -4.503 2.203
H14 3.817 -3.936 2.963
H15 1.865 -5.583 4.296
O16 0.854 7.223 0.731
C16 0.653 6.157 1.331
O17 1.649 5.349 1.615
C17 1.182 4.352 2.404
C18 -0.339 4.246 2.201
F6 -0.888 4.147 3.390
O18 -0.515 5.519 1.633
H16 1.722 3.456 2.100
H17 1.552 4.590 3.402
H18 -0.696 3.392 1.626
O19 0.417 -3.416 0.535
C19 -0.357 -4.345 0.425
O20 -0.743 -4.911 -0.823
C20 -2.018 -5.394 -0.538
C21 -2.095 -5.696 0.941
F7 -1.718 -6.965 1.201
O21 -1.116 -4.838 1.458
H19 -2.622 -4.503 -0.712
H20 -2.311 -6.230 -1.172
H21 -3.140 -5.544 1.211
C22 4.409 -0.766 -2.373
O22 4.426 -0.348 -0.961
H22 3.603 -1.499 -2.400
H23 4.199 0.100 -3.001
H24 5.319 -1.236 -2.746
H25 4.040 0.522 -0.836
C23 0.838 -0.079 0.544
O23 -0.299 0.266 -0.279
H26 1.702 -0.335 -0.070
H27 1.115 0.793 1.137
H28 0.554 -0.971 1.100
H29 -0.888 -0.484 -0.161
C24 -1.226 3.570 -1.712
O24 -1.589 3.533 -3.080
H30 -2.090 3.394 -1.071
H31 -0.470 2.936 -1.247
H32 -1.002 4.607 -1.461
H33 -2.426 3.071 -3.162
C25 1.510 1.382 4.016
O25 2.675 1.606 3.221
H34 1.746 0.865 4.946
H35 0.970 2.327 4.094
H36 0.758 0.845 3.438
H37 2.918 0.761 2.835

Computed properties:
* orbital gap: 9.4 eV
* SMILES: O=C1OC[C@@H](F)O1.O=C1OC[C@@H](F)O1.O=C1OC[C@@H](F)O1.O=C1OC[C@@H](F)O1.O=C1OC[C@@H](F)O1.O=C1OC[C@@H](F)O1.O=C1OC[C@@H](F)O1.CO.CO.CO.CO
* lowest unoccupied orbital energy: 0.007 Ha


[4]
ORCA calculation (ωB97M-V/def2-TZVPD) on C25H37FFeN4O3S2 as an isolated structure.

Atoms and positions in Å:
Fe1 0.688 0.269 -0.674
S1 -0.061 2.447 -0.849
S2 -0.331 -1.909 -0.194
C1 -1.726 2.353 -0.108
C2 -0.465 2.392 -2.644
C3 -1.007 1.059 -3.120
N1 -0.107 -0.028 -2.640
C4 -0.654 -1.392 -2.919
C5 -0.034 -2.373 -1.948
H1 0.472 2.644 -3.159
H2 -1.188 3.196 -2.813
H3 -1.039 1.036 -4.220
H4 -2.020 0.874 -2.735
H5 -0.405 -1.674 -3.955
H6 -1.747 -1.365 -2.816
H7 1.056 -2.442 -2.074
H8 -0.484 -3.364 -2.055
C6 -2.143 -1.943 -0.207
H9 0.748 0.045 -3.203
H10 -2.577 -1.072 -0.709
H11 -2.426 -1.931 0.852
H12 -2.476 -2.879 -0.668
H13 -1.574 2.082 0.943
H14 -2.363 1.614 -0.607
H15 -2.164 3.356 -0.181
C7 2.404 0.487 -1.228
C8 2.979 -0.083 0.027
H16 2.698 1.538 -1.333
H17 2.657 -0.130 -2.099
H18 3.105 0.649 0.843
H19 3.981 -0.492 -0.184
F1 -1.909 2.490 5.784
C9 -1.151 1.347 5.659
C10 -0.766 0.984 4.388
C11 0.083 -0.127 4.204
C12 0.677 -0.373 2.896
O1 0.397 0.380 1.923
C13 1.623 -1.480 2.846
C14 1.806 -2.291 3.943
N2 1.198 -2.084 5.151
C15 1.442 -2.985 6.206
C16 1.763 -4.416 5.895
C17 2.837 -3.503 6.382
C18 0.428 -0.919 5.328
C19 0.045 -0.510 6.614
C20 -0.735 0.648 6.814
N3 -1.004 1.079 8.126
C21 0.127 1.162 9.039
C22 -0.320 0.872 10.462
N4 -1.439 1.797 10.753
C23 -2.596 1.743 9.834
C24 -2.065 2.016 8.431
C25 2.628 -1.674 1.775
O2 3.744 -2.118 1.981
O3 2.243 -1.272 0.527
H20 -1.078 1.562 3.525
H21 2.496 -3.130 3.896
H22 0.859 -2.828 7.107
H23 1.391 -5.150 6.609
H24 1.786 -4.725 4.851
H25 3.591 -3.179 5.660
H26 3.174 -3.638 7.409
H27 0.365 -1.077 7.489
H28 0.580 2.177 8.995
H29 0.893 0.443 8.734
H30 -0.706 -0.142 10.586
H31 0.481 1.053 11.182
H32 -1.767 1.646 11.709
H33 -1.064 2.742 10.669
H34 -3.322 2.499 10.138
H35 -3.036 0.749 9.931
H36 -1.684 3.056 8.385
H37 -2.882 1.900 7.713

Computed properties:
* orbital gap (spin up / spin down): 8.2 / 6.4 eV
* lowest unoccupied orbital energy (spin up / spin down): -0.266 / -0.333 Ha
* expectation value of S²: 8.76
* total charge: +3
* spin multiplicity: 6


[5]
ORCA calculation (ωB97M-V/def2-TZVPD) on C25H37KN10O2S2Se2 as an isolated structure.

Atoms and positions in Å:
K1 -0.274 1.461 0.504
N1 0.800 -0.691 5.036
C1 0.692 -0.047 3.812
S1 -0.767 0.809 3.520
N2 1.806 -0.145 3.104
N3 1.733 0.278 1.821
C2 2.848 0.529 1.227
C3 4.168 0.495 1.921
C4 4.389 1.253 3.069
C5 5.616 1.216 3.713
C6 6.640 0.411 3.227
C7 6.428 -0.353 2.087
C8 5.200 -0.306 1.439
C9 2.798 0.860 -0.228
C10 3.848 1.524 -0.861
C11 3.721 1.859 -2.201
C12 2.564 1.524 -2.878
C13 1.577 0.850 -2.176
N4 1.688 0.518 -0.893
H1 -0.089 -0.891 5.461
H2 1.485 -1.431 5.051
H3 3.585 1.865 3.454
H4 5.775 1.813 4.604
H5 7.596 0.377 3.734
H6 7.219 -0.985 1.700
H7 5.032 -0.896 0.545
H8 4.733 1.798 -0.303
H9 4.515 2.398 -2.705
H10 2.411 1.795 -3.913
H11 0.656 0.542 -2.662
O1 -4.000 6.637 -1.340
C14 -2.754 5.963 -1.614
C15 -2.968 4.508 -2.030
C16 -3.813 4.413 -3.315
O2 -5.223 4.546 -3.159
C17 -3.615 3.750 -0.861
Se1 -4.352 1.953 -1.276
C18 -1.600 3.901 -2.411
Se2 -0.052 4.134 -1.184
H12 -3.771 7.485 -0.954
H13 -2.107 5.969 -0.736
H14 -2.219 6.483 -2.421
H15 -3.594 3.448 -3.781
H16 -3.486 5.202 -4.000
H17 -5.485 3.782 -2.616
H18 -4.431 4.343 -0.460
H19 -2.864 3.647 -0.078
H20 -1.299 4.321 -3.375
H21 -1.757 2.831 -2.556
C19 -5.070 -1.604 -1.081
N5 -4.218 -2.365 -0.181
C20 -3.523 -1.858 0.853
N6 -3.616 -0.542 1.048
S2 -2.612 -2.906 1.852
H22 -5.494 -2.293 -1.810
H23 -4.509 -0.835 -1.611
H24 -5.883 -1.113 -0.542
H25 -4.164 -3.362 -0.260
H26 -3.978 0.108 0.325
H27 -2.994 -0.131 1.728
C21 -0.232 -5.669 1.606
C22 0.598 -5.770 0.328
C23 -0.299 -5.991 -0.888
C24 1.524 -4.543 0.165
N7 1.026 -3.505 -0.722
C25 0.090 -2.568 -0.549
N8 -0.023 -1.885 -1.661
N9 0.851 -2.441 -2.535
N10 1.480 -3.421 -1.986
H28 -0.838 -6.569 1.744
H29 -0.915 -4.815 1.564
H30 0.408 -5.554 2.485
H31 1.262 -6.635 0.416
H32 -1.071 -5.219 -0.941
H33 -0.798 -6.959 -0.811
H34 0.267 -5.969 -1.821
H35 2.475 -4.846 -0.263
H36 1.715 -4.083 1.135
H37 -0.460 -2.400 0.372

Computed properties:
* orbital gap: 5.1 eV
* energy relative to the best compared isomer or geometry (same formula, charge and spin): 14.7 kcal/mol
* lowest unoccupied orbital energy: 0.143 Ha
* total charge: -2


[6]
ORCA calculation (ωB97M-V/def2-TZVPD) on C25H37N3OP2Sm as an isolated structure.

Atoms and positions in Å:
C1 -1.315 2.684 -3.736
C2 -1.001 1.503 -3.072
C3 0.374 1.151 -2.966
C4 1.377 2.046 -3.375
C5 1.029 3.239 -4.014
C6 -0.317 3.549 -4.206
C7 2.759 1.664 -2.945
C8 3.010 0.199 -3.121
C9 1.947 -0.630 -2.731
C10 2.126 -2.040 -2.620
C11 3.350 -2.567 -3.013
C12 4.393 -1.748 -3.461
C13 4.231 -0.362 -3.505
H1 -2.364 2.938 -3.871
H2 1.816 3.910 -4.364
H3 -0.601 4.461 -4.724
H4 3.502 2.250 -3.482
H5 3.490 -3.647 -2.959
H6 5.331 -2.199 -3.775
H7 5.040 0.286 -3.847
N1 0.741 -0.045 -2.371
Sm1 0.894 0.298 0.209
C14 -2.038 0.619 -2.436
H8 -1.938 -0.418 -2.787
H9 -3.047 0.983 -2.663
C15 1.011 -2.910 -2.105
H10 0.110 -2.801 -2.729
H11 1.317 -3.963 -2.129
P1 -1.860 0.556 -0.595
P2 0.481 -2.513 -0.372
C16 1.723 -3.481 0.570
H12 1.474 -3.452 1.642
H13 1.728 -4.529 0.230
H14 2.717 -3.040 0.431
C17 -0.992 -3.572 -0.208
H15 -0.727 -4.633 -0.306
H16 -1.453 -3.411 0.777
H17 -1.728 -3.314 -0.979
C18 -2.461 2.237 -0.178
H18 -3.424 2.412 -0.679
H19 -2.591 2.325 0.910
H20 -1.739 2.993 -0.513
C19 -3.299 -0.447 -0.128
H21 -3.291 -0.600 0.958
H22 -4.221 0.079 -0.410
H23 -3.264 -1.424 -0.625
H24 2.824 1.858 -1.820
H25 2.657 -0.380 0.195
C20 -1.176 -1.921 3.685
N2 -0.992 -0.552 4.139
C21 -1.665 -0.146 5.368
C22 -0.947 1.051 5.920
C23 -0.907 2.150 4.899
N3 -0.429 1.646 3.622
C24 -0.015 2.649 2.645
C25 -0.436 0.333 3.317
O1 0.082 -0.074 2.188
H26 -1.837 -1.976 2.805
H27 -1.633 -2.487 4.507
H28 -0.212 -2.380 3.427
H29 -2.722 0.100 5.174
H30 -1.635 -0.995 6.055
H31 0.072 0.770 6.200
H32 -1.451 1.401 6.821
H33 -0.235 2.952 5.214
H34 -1.907 2.590 4.764
H35 -0.767 3.453 2.597
H36 0.957 3.087 2.928
H37 0.074 2.233 1.619

Computed properties:
* orbital gap (spin up / spin down): 5.9 / 6.1 eV
* energy relative to the best compared isomer or geometry (same formula, charge and spin): 0.0 kcal/mol
* lowest unoccupied orbital energy (spin up / spin down): -0.105 / -0.099 Ha
* expectation value of S²: 8.77
* total charge: +1
* spin multiplicity: 6


Results for energy: -2532.267835; -4642.755134; -3554.795428; -3578.547349; -7872.141120; -2554.826209 (in hartree, following the order of the records).